# 1
The following is a quantum chemistry calculation of a 8-piece molecular cluster, C20H51FO9S7 overall, from the Open Molecules 2025 dataset.

The LUMO energy comes out at 0.6001 eV. The calculation puts the total energy at -4356.68851 hartree. The value obtained for the highest occupied orbital energy is -8.5 eV.

Each line ends with the Löwdin charge.
Atoms and positions in Å:
H (7.61022, 4.90422, 1.64959)  0.0504
C (-5.53617, 0.31203, -2.33697)  -0.2598
H (-4.66216, 0.30550, -1.68444)  0.0274
S (3.45505, 1.97568, -3.01167)  0.8459
H (5.41574, 3.70176, -8.62515)  0.0496
O (-3.54303, 0.00462, 6.69015)  -0.5740
C (-0.63396, -0.71479, 0.04706)  -0.2377
C (5.48940, 2.63709, -8.40145)  -0.2702
H (0.28609, -6.67187, 4.64849)  0.0476
H (1.43667, -0.84299, -0.58466)  0.1582
H (6.51979, 4.47866, 2.99086)  0.0526
O (2.21925, 1.92840, -2.16631)  -0.5682
C (-1.99719, 0.00237, -0.40910)  -0.0479
H (-6.22088, 1.09998, -2.01834)  0.0611
H (-5.93798, 3.08602, 3.01819)  0.0545
H (-1.48056, -1.91674, 7.17853)  0.0646
C (1.83309, -1.97289, -2.76185)  -0.3561
H (-0.27488, -2.39877, -2.65277)  0.1337
H (0.40369, 1.09008, -2.35838)  0.1129
H (2.50400, 3.22267, -4.80984)  0.0505
S (-4.73243, 1.05876, 2.54153)  0.8097
S (6.69901, 2.41221, -7.08009)  0.8217
H (5.01560, 1.93470, -1.20779)  0.0228
C (7.19979, 4.08122, 2.23533)  -0.2691
C (-7.71560, -0.89049, -3.32985)  -0.2729
C (0.42763, -0.93664, -1.12384)  -0.2086
O (-3.89359, 1.76083, 1.51956)  -0.5734
C (-1.38138, -4.31681, 2.38315)  -0.2649
H (-8.38578, -1.74908, -3.38091)  0.0491
H (-2.07638, -2.29218, 5.54530)  0.0248
H (4.51470, 2.26505, -8.08074)  0.0573
H (-4.69001, -1.19132, 9.13816)  0.0448
H (-4.63659, 2.77706, 4.19457)  0.0519
H (8.01424, 3.53398, 2.71312)  0.0574
H (7.14277, 0.26009, -6.14945)  0.0529
S (6.29092, 2.98574, 1.12455)  0.7907
C (-5.44229, 2.32096, 3.61870)  -0.2671
C (-3.83069, -1.71078, 8.71261)  -0.2804
O (6.12395, 3.01558, -5.83973)  -0.5673
O (-6.91387, -1.41131, -0.84087)  -0.5610
O (7.28719, 2.33913, 0.21863)  -0.5451
H (-2.35423, -4.69130, 2.70770)  0.0618
C (3.31185, 3.40657, -4.10029)  -0.2594
H (-7.32373, -0.67759, -4.32585)  0.0517
C (-6.28552, 0.60241, 1.74445)  -0.2682
H (-1.45974, -3.25612, 2.15411)  0.0243
O (2.88253, -2.59639, -2.95494)  0.0829
C (-0.35890, -6.31814, 3.84347)  -0.2729
O (-0.75013, -3.91728, 4.94027)  -0.5713
H (-0.19468, -0.04393, 0.86977)  0.1546
S (-0.17062, -4.52792, 3.70323)  0.8419
H (5.46115, 0.37912, -6.72344)  0.0598
S (-6.35037, -1.29528, -2.22009)  0.8155
C (5.84259, 1.77649, 2.38786)  -0.2621
H (5.82120, 2.10220, -9.29295)  0.0523
H (5.66659, 2.81594, -2.60971)  0.0616
H (5.29100, 0.96608, 1.91030)  0.0512
H (5.20904, 2.25228, 3.13836)  0.0539
C (-2.30120, -2.35496, 6.60774)  -0.2915
H (-2.23868, -0.12185, -1.51274)  0.0675
H (4.24789, 3.54297, -4.64487)  0.0166
H (-2.81167, -0.41646, 0.28607)  0.0827
F (-0.88200, -2.00175, 0.68042)  -0.1010
H (6.74370, 1.37602, 2.85566)  0.0580
C (4.78112, 2.65312, -1.99300)  -0.2756
H (-1.39653, -6.56601, 4.07418)  0.0561
H (-8.26157, -0.02603, -2.94789)  0.0575
H (6.79761, 0.15572, -7.89271)  0.0528
C (6.50024, 0.62268, -6.95225)  -0.2653
H (0.62006, -3.29673, -1.20604)  0.1291
H (-6.15640, 1.85688, 4.30072)  0.0535
H (-6.97179, 0.19644, 2.48958)  0.0574
O (1.43395, -0.68026, -3.24600)  -0.0795
H (-0.05926, -6.78970, 2.90613)  0.0517
H (-6.07819, -0.15931, 0.99181)  0.0147
S (-3.82662, -1.44468, 6.92612)  0.7996
H (-3.91417, -2.77886, 8.92086)  0.0490
H (-2.91311, -1.31311, 9.14975)  0.0548
H (3.08370, 4.29951, -3.51496)  0.0576
H (-6.72797, 1.47672, 1.26316)  0.0583
H (-1.04920, -4.85502, 1.49382)  0.0567
C (0.54795, -2.35536, -1.84484)  -0.0329
H (4.46008, 3.59334, -1.54085)  0.0545
H (-5.21778, 0.48430, -3.36668)  0.0552
H (-2.43627, -3.40057, 6.88664)  0.0513
H (-1.92539, 1.11348, -0.15447)  0.0888
H (-0.58192, -0.26984, -3.00195)  0.1192
C (0.38252, -0.03705, -2.43770)  -0.1428

Forces on the atoms, in the same order (eV/Å):
H -0.0814 -0.1059 -0.0462
C -0.0015 0.0748 0.0476
H -0.0923 -0.0734 0.0037
S 0.1624 0.1414 -0.0550
H 0.0885 -0.0618 0.0866
O -0.0645 -0.2807 0.1266
C -0.3958 0.9573 -0.6730
C -0.1233 0.0192 -0.0103
H -0.0107 0.1132 -0.0522
H -1.2033 0.3268 -0.9856
H -0.0202 -0.0306 -0.0697
O 0.5845 0.5130 0.0369
C 0.2658 -0.4559 1.0423
H -0.0188 -0.0871 0.0174
H 0.0503 -0.0846 -0.0769
H -0.0936 0.0590 0.0007
C -0.5639 -0.4818 1.1963
H 0.8916 -0.4217 1.4864
H 0.9196 -1.6910 -0.0390
H 0.0264 -0.0983 0.0993
S -0.0997 0.0773 0.0048
S -0.0731 -0.0213 0.1044
H -0.0374 -0.0264 -0.1625
C 0.0949 0.0194 0.0680
C -0.1172 0.0472 0.0052
C 0.6586 -0.4102 0.7327
O -0.3031 -0.0444 0.1316
C -0.1697 -0.0223 0.1407
H 0.1190 0.0115 0.0664
H -0.1260 0.0044 0.1620
H 0.0728 -0.0052 0.0654
H 0.0377 -0.0146 -0.1057
H -0.0027 -0.1390 -0.0562
H -0.0497 -0.0454 -0.0762
H -0.0192 0.1307 -0.0442
S 0.2182 -0.0842 0.0148
C 0.0306 0.1384 0.0247
C -0.0263 0.0708 0.1242
O 0.0150 -0.1829 -0.2921
O 0.0835 0.1327 -0.3469
O -0.2446 0.1550 0.3314
H 0.0883 -0.0554 0.0965
C -0.0321 0.1572 0.0016
H 0.0408 -0.0389 0.0577
C 0.0708 0.0259 -0.0874
H 0.0916 -0.1568 0.1262
O -3.4612 2.6347 -0.0536
C -0.0485 -0.0822 0.1065
O 0.1890 -0.4309 -0.4171
H -0.4583 -1.2525 -1.2196
S -0.1037 -0.0109 -0.0896
H 0.0308 0.0890 0.0183
S -0.0289 0.0681 0.1050
C 0.0347 -0.0770 0.0723
H 0.0434 0.0210 0.0643
H -0.0573 -0.0852 -0.0166
H 0.0413 0.1173 -0.0580
H 0.0038 0.0208 -0.0753
C -0.2138 0.2751 0.1077
H 0.2413 -0.0783 1.4896
H -0.0060 -0.1425 0.0286
H 1.0220 0.6737 -1.3028
F 0.1782 1.6083 -1.0128
H 0.0123 0.0569 -0.0878
C -0.0666 0.0475 0.0120
H 0.0243 0.0961 -0.0083
H 0.0725 -0.0397 0.0568
H 0.0247 0.0779 0.0211
C -0.0802 -0.0645 0.0547
H 0.0660 1.4926 -0.9678
H 0.0926 -0.0531 -0.0274
H 0.0845 -0.0045 0.0043
O 1.7105 -0.7167 0.3014
H 0.0170 0.0805 0.0215
H -0.0191 0.0272 0.0725
S 0.2937 0.0577 0.0180
H -0.0086 0.0355 -0.0701
H -0.0119 0.0141 -0.1041
H -0.0366 -0.1045 0.0815
H 0.0822 0.0243 0.0437
H 0.0613 0.0527 0.0512
C 0.3897 0.5772 -1.0022
H -0.0822 -0.0515 -0.0487
H -0.0193 -0.0707 0.0280
H -0.0299 0.0548 -0.0990
H -0.0851 -1.5439 -0.4507
H 0.9466 0.1093 0.7957
C -1.4860 -1.5593 0.3341


# 2
The following is a quantum chemistry calculation of a 3-piece molecular cluster, C4H14O4 overall, from the Open Molecules 2025 dataset.

The LUMO energy comes out at 0.6346 eV. The SMILES is OCCCCO.O.O. The calculation puts the total energy at -461.70835 hartree. The value obtained for the highest occupied orbital energy is -10.6 eV.

Each line ends with the Löwdin charge.
Atoms and positions in Å:
C (0.69671, 1.11027, -0.66854)  -0.1649
O (-0.27243, -1.77903, -0.66963)  -0.1111
C (1.08604, -1.45031, -0.23232)  -0.1879
H (2.59612, -0.09347, -0.98154)  0.1143
H (1.04462, -1.23335, 0.83595)  0.1016
C (-0.63313, 1.34447, -1.38958)  -0.2955
H (-0.44553, 1.32311, 2.30478)  -0.0011
H (0.54099, 1.30262, 0.39142)  0.1010
H (-0.67167, -0.91686, -0.84221)  0.0433
H (-0.88002, -0.05071, 2.59817)  -0.0178
H (-1.97853, 2.00028, -0.05434)  0.1028
O (-0.53030, 0.73415, 3.06340)  -0.0796
H (1.26829, -0.32268, -2.09404)  0.1103
H (-1.32100, -2.00199, 1.05356)  0.0403
H (1.30895, 1.89185, -1.17824)  0.1209
O (-1.11506, -1.66893, 1.92821)  -0.0525
H (-0.76223, 2.36962, -1.79592)  0.1175
H (1.63811, -2.28066, -0.62909)  0.1094
H (-0.80954, 0.72283, -2.33863)  0.1470
C (1.49403, -0.16260, -1.03406)  -0.1717
O (-1.84888, 1.26058, -0.67913)  -0.0905
H (-0.40552, -2.09919, 2.41180)  0.0644

Forces on the atoms, in the same order (eV/Å):
C 0.8444 0.6721 -1.5279
O 0.2943 0.3256 0.2570
C -1.6225 1.6094 -2.1326
H -0.5039 0.5885 0.2627
H 0.5895 -0.4311 -0.0089
C -1.5445 0.9857 -2.2293
H 0.1282 0.3304 0.3463
H 0.4429 0.0350 0.0650
H -0.4180 -0.3015 0.0347
H -0.0708 -0.1638 0.3810
H 0.4019 -0.5349 -0.5866
O -0.0735 0.0577 -0.6574
H 0.1394 -0.3458 0.0566
H 0.7800 -0.5219 -0.2557
H -0.1487 -0.0895 1.1100
O -0.7011 0.8065 1.1836
H 1.3071 -0.2387 -0.0295
H 0.7465 -0.4307 0.7138
H 0.5636 0.3567 1.4413
C -0.3084 -1.2396 0.7477
O -0.7226 -0.9591 1.4869
H -0.1238 -0.5110 -0.6590